[1]
Entry from the Open Molecules 2025 dataset: a cluster of 4 separate species, C16H19F2O3S in total (the ωB97M-V functional and the def2-TZVPD basis).

The spin multiplicity is 1. Its HOMO energy is -0.124 Eh. Its frontier orbital gap is 0.2267 Ha. Its total charge is -1.

Each line ends with the Löwdin charge.
Geometry (Å):
O (-3.48, 0.57, 0.74)  -0.5031
H (-3.66, 0.27, -0.04)  -0.3345
F (2.54, 1.98, 3.63)  -0.0178
C (1.33, 2.55, 3.13)  -0.2479
C (1.29, 3.89, 3.00)  -0.0362
C (0.12, 4.47, 2.48)  -0.1111
C (-0.91, 3.74, 1.97)  -0.0499
C (-0.84, 2.29, 2.21)  -0.0193
C (0.27, 1.77, 2.83)  -0.0446
H (1.89, 4.58, 3.30)  0.0521
H (0.25, 5.55, 2.27)  0.1111
H (-1.82, 4.19, 1.62)  0.0966
H (-1.63, 1.66, 1.91)  0.0510
H (0.46, 0.68, 3.02)  0.1346
F (1.60, 2.23, -2.77)  -0.0322
C (0.81, 1.11, -3.17)  -0.2071
C (1.18, 0.19, -4.17)  -0.0242
C (0.33, -0.94, -4.27)  -0.0544
C (-0.94, -1.01, -3.49)  -0.0886
C (-1.15, -0.16, -2.41)  -0.0953
C (-0.35, 1.05, -2.34)  0.0213
H (1.95, 0.14, -4.90)  0.0909
H (0.51, -1.62, -5.00)  0.0479
H (-1.66, -1.92, -3.52)  0.1229
H (-2.04, -0.38, -1.81)  0.0966
H (-0.55, 1.83, -1.61)  0.1148
C (-0.15, -1.54, 0.97)  -0.2411
C (-0.91, -2.54, 0.17)  -0.2637
C (-0.17, -3.79, 0.39)  -0.3068
S (1.48, -3.33, 0.40)  0.6499
O (2.17, -3.79, -0.75)  -0.3062
O (2.00, -3.74, 1.71)  -0.3544
C (1.32, -1.57, 0.51)  -0.1874
H (-0.35, -1.78, 1.93)  0.0779
H (-0.74, -0.52, 0.75)  0.1549
H (-0.78, -2.39, -0.92)  0.0987
H (-2.02, -2.70, 0.54)  0.1783
H (-0.26, -4.64, -0.31)  0.1161
H (-0.51, -4.26, 1.35)  0.1289
H (1.41, -1.13, -0.46)  0.0897
H (1.98, -1.01, 1.09)  0.0920



[2]
Entry from the Open Molecules 2025 dataset: a cluster of 2 separate species, C16H19F7IN3O5P in total (the ωB97M-V functional and the def2-TZVPD basis).

The spin multiplicity is 1. Its HOMO energy is -0.434 Eh. Its frontier orbital gap is 0.3050 Ha. Its total charge is +1.

Each line ends with the Löwdin charge.
Geometry (Å):
C (2.53, 1.39, -1.79)  0.2040
C (1.94, 1.26, -0.77)  -0.1882
C (1.23, 1.13, 0.48)  -0.6793
I (2.61, 0.62, 2.05)  1.1995
C (0.48, 2.45, 0.85)  -0.3881
C (1.33, 3.55, 1.48)  -0.2056
P (2.76, 4.25, 0.60)  0.3893
O (4.00, 3.49, 0.74)  -0.2835
O (2.26, 4.52, -0.88)  -0.1154
O (2.91, 5.70, 1.26)  -0.1029
N (-0.13, 2.91, -0.37)  0.0309
C (-1.23, 2.06, -0.82)  -0.2501
C (-1.32, 2.18, -2.35)  -0.1810
O (-1.32, 3.55, -2.64)  -0.1321
O (-0.78, 3.79, -3.93)  0.0097
C (-1.13, 0.57, -0.45)  -0.0010
N (0.07, 0.10, 0.39)  0.0689
C (0.30, -1.38, 0.09)  -0.4025
F (-0.94, -1.88, 0.21)  0.1572
F (1.02, -1.92, 1.06)  0.1298
C (0.87, -1.87, -1.30)  -0.3206
F (0.18, -2.98, -1.59)  0.1757
F (0.61, -0.98, -2.27)  0.1532
C (2.38, -2.30, -1.32)  -0.5592
F (2.48, -3.53, -0.84)  0.2035
F (2.79, -2.28, -2.58)  0.2051
F (3.15, -1.50, -0.59)  0.1560
H (3.15, 1.47, -2.66)  0.0780
H (-0.26, 2.17, 1.62)  0.1545
H (0.65, 4.39, 1.63)  0.1087
H (1.67, 3.29, 2.47)  0.0665
H (3.04, 4.73, -1.42)  0.1071
H (2.15, 6.27, 1.10)  0.0905
H (-0.51, 3.84, -0.23)  0.1387
H (-2.18, 2.43, -0.43)  0.1581
H (-2.22, 1.69, -2.73)  0.1411
H (-0.42, 1.71, -2.77)  0.1275
H (-1.24, 3.15, -4.51)  0.1012
H (-1.18, -0.03, -1.35)  0.1235
H (-2.00, 0.31, 0.14)  0.1451
H (-0.27, 0.07, 1.35)  0.1687
N (-2.55, -4.10, 3.13)  0.0516
C (-3.56, -4.96, 3.19)  -0.1480
C (-3.71, -6.03, 2.32)  -0.0637
C (-2.77, -6.21, 1.33)  -0.0720
C (-1.71, -5.32, 1.25)  -0.0731
C (-1.65, -4.29, 2.17)  -0.1767
H (-4.29, -4.79, 3.98)  0.1062
H (-4.55, -6.70, 2.42)  0.1057
H (-2.85, -7.03, 0.63)  0.1091
H (-0.94, -5.42, 0.49)  0.0991
H (-0.83, -3.57, 2.16)  0.0795



[3]
Entry from the Open Molecules 2025 dataset: a structure of composition C16H19N2O7STc (the ωB97M-V functional and the def2-TZVPD basis).

The spin multiplicity is 4. For the energy above the lowest of the compared OMol25 structures with the same formula, charge and spin, the calculation gives 15.6 kJ/mol. Its HOMO energy (alpha / beta) is -0.665 / -0.665 Eh. Its frontier orbital gap (alpha / beta) is 0.2557 / 0.2244 Ha. Its total charge is +3.

Each line ends with the Löwdin charge.
Geometry (Å):
Tc (0.73, 0.15, -0.28)  1.6378
O (-3.17, 2.09, -1.95)  0.2260
C (-2.11, 1.41, -1.66)  -0.4458
O (-1.01, 1.86, -1.38)  -0.0226
C (-2.30, -0.08, -1.71)  -0.1282
C (-3.48, -0.70, -2.12)  0.0923
C (-3.50, -2.08, -2.19)  0.0520
C (-2.34, -2.79, -1.90)  0.0775
C (-1.21, -2.09, -1.49)  -0.1434
N (-1.21, -0.75, -1.38)  0.0925
C (0.12, -2.68, -1.17)  -0.3847
O (0.36, -3.95, -1.26)  0.2683
O (1.02, -1.91, -0.83)  -0.0194
H (-3.08, 3.06, -1.97)  0.1876
H (-4.35, -0.10, -2.36)  0.1488
H (-4.40, -2.61, -2.49)  0.1477
H (-2.35, -3.87, -1.97)  0.1392
H (-0.33, -4.54, -1.59)  0.1709
O (-0.38, -0.55, 1.30)  -0.2316
N (-0.76, 0.20, 2.32)  -0.1677
C (-1.50, -0.36, 3.30)  0.0312
C (-1.85, 0.36, 4.42)  0.0260
C (-1.44, 1.70, 4.54)  0.0272
C (-0.72, 2.27, 3.51)  -0.0272
C (-0.39, 1.51, 2.38)  -0.5631
S (0.47, 2.17, 1.05)  0.8950
H (-1.77, -1.39, 3.16)  0.1566
H (-2.44, -0.11, 5.20)  0.1419
H (-1.69, 2.27, 5.42)  0.1443
H (-0.40, 3.30, 3.55)  0.1341
C (2.83, -1.11, 1.60)  -0.0267
O (2.66, -0.02, 0.70)  -0.3428
C (3.68, 0.04, -0.29)  -0.1289
C (3.36, 1.21, -1.20)  -0.1270
O (2.03, 1.01, -1.71)  -0.3460
C (1.69, 1.95, -2.73)  -0.0255
H (3.76, -1.00, 2.16)  0.1301
H (2.84, -2.06, 1.06)  0.1117
H (2.00, -1.10, 2.30)  0.0983
H (3.72, -0.90, -0.87)  0.1539
H (4.65, 0.20, 0.19)  0.1704
H (4.08, 1.26, -2.03)  0.1640
H (3.40, 2.16, -0.65)  0.1565
H (2.53, 2.08, -3.42)  0.1267
H (1.44, 2.92, -2.29)  0.1177
H (0.83, 1.57, -3.27)  0.1041



[4]
Entry from the Open Molecules 2025 dataset: the molecule C16H19N3O3 (the ωB97M-V functional and the def2-TZVPD basis).

The spin multiplicity is 1. For the energy above the lowest of the compared OMol25 structures with the same formula, charge and spin, the calculation gives 387.4 kJ/mol. Its HOMO energy is -0.300 Eh. Its frontier orbital gap is 0.3199 Ha. Its SMILES is N[C@@H](Cc1c[nH]c2ccccc12)C(=O)N1CCC[C@H]1C(=O)O.

Each line ends with the Löwdin charge.
Geometry (Å):
N (-1.45, 2.50, -1.48)  0.0517
C (-0.66, 1.28, -1.47)  -0.3237
C (0.56, 1.27, -0.58)  -0.0854
C (1.55, 0.04, -0.75)  -0.1186
C (1.61, -0.91, -1.71)  -0.0398
N (2.68, -1.69, -1.41)  0.0667
C (3.39, -1.21, -0.43)  -0.2670
C (4.60, -1.71, 0.16)  0.0127
C (5.25, -0.84, 1.06)  -0.1069
C (4.70, 0.37, 1.36)  -0.1149
C (3.44, 0.71, 0.93)  -0.0182
C (2.74, -0.11, 0.05)  -0.1490
C (-1.36, 0.02, -1.11)  -0.4001
O (-1.40, -0.81, -2.01)  0.0607
N (-2.02, -0.05, 0.06)  0.0123
C (-2.19, 1.05, 0.84)  -0.2214
C (-3.32, 0.68, 1.77)  -0.1089
C (-2.97, -0.81, 1.98)  -0.1013
C (-2.68, -1.24, 0.57)  -0.1721
C (-3.99, -1.52, -0.04)  -0.5101
O (-4.97, -1.71, 0.66)  0.1005
O (-4.03, -1.53, -1.35)  0.1367
H (-0.86, 3.24, -1.09)  0.0894
H (-1.65, 2.85, -2.41)  0.0853
H (-0.15, 1.29, -2.43)  0.1550
H (1.19, 2.08, -0.92)  0.1167
H (0.38, 1.33, 0.57)  0.1367
H (0.82, -1.28, -2.28)  0.1022
H (3.02, -2.28, -2.17)  0.1729
H (5.09, -2.66, -0.30)  0.1363
H (6.15, -1.22, 1.45)  0.0873
H (5.28, 1.06, 1.85)  0.0776
H (3.18, 1.76, 1.06)  0.1133
H (-2.29, 2.03, 0.32)  0.1217
H (-1.34, 1.35, 1.53)  0.1325
H (-3.41, 1.26, 2.68)  0.1135
H (-4.28, 0.94, 1.26)  0.1346
H (-2.08, -0.90, 2.46)  0.0895
H (-3.63, -1.42, 2.54)  0.1168
H (-1.83, -1.94, 0.45)  0.1906
H (-3.06, -1.28, -1.67)  0.1236